Entry from the OMol25 dataset: C5H10O in the gas phase in a non-equilibrium geometry (wB97M-V/def2-TZVPD).

XYZ file:
```
16
Properties=species:S:1:pos:R:3
C 1.91863 0.12699 0.03635
C 0.45360 0.47195 0.15222
C -0.37914 0.00521 -0.98064
C -1.74298 -0.25200 -0.47277
O -1.59411 -0.54974 0.87264
C -0.27490 -0.24724 1.25533
H 2.36818 0.63290 -0.82495
H 2.47241 0.41540 0.93587
H 2.05438 -0.95448 -0.10716
H 0.33551 1.55237 0.30051
H -0.67878 0.78715 -1.79563
H 0.00602 -0.84690 -1.56059
H -2.32716 -1.02105 -0.97897
H -2.46238 0.74403 -0.54861
H -0.35335 0.33924 2.18291
H 0.20404 -1.20384 1.53349
```

The energy above the lowest of the compared OMol25 structures with the same formula, charge and spin comes out at 1.185 eV. The calculation puts the strongest force on any atom at 0.10042 Eh/bohr.

Mulliken population analysis, charges in e, atoms 1 to 6: -1.611, 0.762, -0.585, -0.473, -0.382, -0.668